Formula: C9H21NO2P
Source: the Open Molecules 2025 dataset
Level of theory: ωB97M-V/def2-TZVPD

ORCA input file:
```
! wB97M-V def2-TZVPD RIJCOSX def2/J DEFGRID3
* xyz -1 1
C 1.230 1.871 -2.276
C 2.109 -0.451 -1.809
C -0.133 -0.076 -2.963
C -1.218 -1.200 2.890
C -2.390 0.024 1.130
C -1.507 -2.198 0.532
C 1.244 2.005 1.935
C 0.820 0.475 -1.797
C -1.275 -1.010 1.395
N 0.107 0.463 -0.568
O 1.393 -1.181 1.033
O 0.289 1.078 2.106
P 0.282 -0.281 0.777
H 0.379 2.455 -2.070
H 2.007 2.180 -1.663
H 1.484 1.832 -3.374
H 1.879 -1.484 -1.626
H 2.737 -0.001 -0.973
H 2.531 -0.327 -2.765
H -0.886 0.539 -3.072
H 0.574 -0.407 -3.807
H -0.586 -1.098 -2.510
H -0.239 -1.826 3.085
H -1.146 -0.305 3.486
H -2.165 -1.647 3.270
H -2.235 1.133 1.526
H -3.222 -0.399 1.547
H -2.356 0.180 0.043
H -0.959 -1.941 -0.381
H -1.007 -3.090 0.915
H -2.549 -2.276 0.218
H 1.494 2.383 0.940
H 2.321 1.734 2.315
H 0.992 2.846 2.510
*
```

Calculated values
- SMILES string: CO[P@]([O-])(=NC(C)(C)C)C(C)(C)C
- Relative energy (zero: lowest compared OMol25 entry of this formula, charge and spin): 1.7 kcal/mol
- Frontier orbital gap: 7.76 eV
- Molecular weight: 206.2 g mol⁻¹
- HOMO: -4.245 eV
- Electronic energy: -902.12953 Ha
- Max |F|: 8.4 eV/A
- Lowest unoccupied orbital energy: 0.12917 hartree